No. 1
{"formula": "C3H8N3S", "method": "the ωB97M-V functional and the def2-TZVPD basis", "gap_ev": [6.717, 6.746], "lumo_ev": [-4.29, -4.29], "e_above_lowest_kj_mol": 612.40, "charge": 1, "species": ["C", "C", "C", "N", "N", "N", "S", "H", "H", "H", "H", "H", "H", "H", "H"], "coordinates": [[1.6710, -1.2600, -0.3601], [3.3183, -2.2375, -0.1397], [-2.6909, 0.5628, 0.2289], [0.5898, -0.8362, -0.8525], [-0.4803, 1.1378, 0.6950], [-1.7846, 1.3526, 0.6787], [4.7289, -1.3592, -0.0782], [-0.0757, 0.3306, 0.1615], [3.1175, -2.8492, 0.7263], [-3.7267, 0.8397, 0.3085], [0.1859, -1.0799, -1.7511], [-2.4283, -0.3801, -0.2199], [0.1182, 1.9039, 0.9610], [-2.0845, 2.2314, 1.1116], [4.6726, -0.8264, -1.3102]]}

---

No. 2
{"formula": "C3H8N3S", "method": "the ωB97M-V functional and the def2-TZVPD basis", "gap_ev": 7.879, "lumo_ev": -6.00, "e_above_lowest_kj_mol": 267.52, "charge": 1, "species": ["C", "C", "N", "N", "N", "C", "S", "H", "H", "H", "H", "H", "H", "H", "H"], "coordinates": [[-2.1448, -0.3311, 0.1346], [-0.8440, -0.0410, -0.4851], [-0.8771, 0.2875, -1.8117], [0.1850, -0.0976, 0.2863], [1.2561, 0.5524, 0.6136], [2.3449, -0.2973, 1.0937], [1.5248, 2.1148, 0.4479], [-2.0825, -1.3086, 0.6317], [-2.9365, -0.2769, -0.5843], [-2.3617, 0.2925, 0.9679], [-1.7542, 0.2220, -2.3482], [0.0209, 0.4024, -2.2262], [3.2526, -0.1772, 0.4011], [2.6151, -0.0682, 2.0736], [1.8015, -1.2738, 0.8051]]}

---

No. 3
{"formula": "C3H8N4", "method": "the ωB97M-V functional and the def2-TZVPD basis", "gap_ev": 8.731, "lumo_ev": 0.42, "e_above_lowest_kj_mol": 748.94, "charge": 0, "species": ["H", "N", "C", "N", "N", "C", "C", "N", "H", "H", "H", "H", "H", "H", "H"], "coordinates": [[0.6927, 2.5292, -0.4135], [-0.0727, 1.9220, -0.3471], [0.2412, 0.7174, 0.2408], [1.5841, 0.2030, 0.3007], [1.9387, -1.0747, -0.2625], [-0.7493, -0.2020, 0.5671], [-2.2000, -0.1308, 0.2634], [-1.0803, -0.9062, -0.7391], [2.4563, 0.8517, 0.0176], [0.8222, -1.3370, -0.3748], [2.4339, -1.6331, 0.6678], [-0.2130, -1.0602, 1.2935], [-2.6487, 0.5373, -0.4065], [-2.8866, -1.0678, 0.8527], [-0.9969, -2.1371, -0.7288]]}

---

No. 4
{"formula": "C3H8N4", "method": "the ωB97M-V functional and the def2-TZVPD basis", "gap_ev": 9.281, "lumo_ev": 0.75, "e_above_lowest_kj_mol": 285.80, "charge": 0, "species": ["N", "C", "C", "N", "N", "C", "N", "H", "H", "H", "H", "H", "H", "H", "H"], "coordinates": [[-0.2290, 0.0731, -0.7993], [-1.3764, 1.1925, 0.1397], [0.6960, -0.7378, -0.0927], [-0.9324, 2.2552, -0.4333], [1.1560, -1.8092, -0.8633], [1.0178, -0.5192, 1.1836], [-2.1236, 0.7226, 1.0169], [-0.6824, -0.4121, -1.5667], [0.0336, 1.1528, -1.0609], [-1.1145, 3.1686, -0.0494], [1.8471, -2.3808, -0.4007], [1.4349, -1.5643, -1.8037], [-1.9964, -0.2410, 1.2860], [1.7313, -1.1532, 1.6847], [0.5381, 0.2527, 1.7592]]}

---

No. 5
{"formula": "C3H8N4", "method": "the ωB97M-V functional and the def2-TZVPD basis", "gap_ev": 9.954, "lumo_ev": 0.84, "e_above_lowest_kj_mol": 292.68, "charge": 0, "species": ["H", "N", "C", "N", "C", "N", "C", "N", "H", "H", "H", "H", "H", "H", "H"], "coordinates": [[3.2367, 0.8648, -2.0869], [2.3070, 0.4774, -1.7552], [2.3320, 0.5397, -0.5186], [1.2684, 0.1431, 0.2750], [0.1487, 0.0068, -0.3203], [-0.9433, -0.5484, 0.3263], [-2.3999, -0.1234, 0.1021], [-0.6639, -0.8204, 1.7578], [3.2660, 0.8660, -0.0784], [0.1527, 0.1405, -1.4409], [-2.5710, 0.2761, -0.9752], [-3.2756, -0.9098, 0.1163], [-2.6968, 0.6653, 0.9037], [-0.1555, 0.0198, 2.0779], [-0.0056, -1.5974, 1.6165]]}

---

No. 6
{"formula": "C3H8N4", "method": "the ωB97M-V functional and the def2-TZVPD basis", "gap_ev": 9.108, "lumo_ev": 0.41, "e_above_lowest_kj_mol": 540.40, "charge": 0, "species": ["C", "N", "C", "N", "C", "N", "N", "H", "H", "H", "H", "H", "H", "H", "H"], "coordinates": [[1.7282, 0.3760, -0.7564], [0.6256, -1.4983, 0.4988], [0.5917, -0.0741, 0.1186], [-2.1708, -0.1340, -0.6250], [-0.1848, 0.9286, 0.8298], [-0.2953, -1.1662, -0.5379], [-1.5864, -1.2577, -0.3235], [0.1212, -1.6630, 1.3739], [-1.3660, 0.8162, 0.0938], [-3.1738, -0.2519, -0.4753], [2.5671, 0.6906, -0.1310], [1.4176, 1.2160, -1.3802], [2.0489, -0.4413, -1.4010], [0.3234, 1.8769, 0.9639], [-0.6466, 0.5823, 1.7515]]}